(A)
The following is a quantum chemistry calculation of a cluster of 5 separate species, H10O5 in total, from the Open Molecules 2025 dataset.

Each line ends with the Löwdin charge.
Atoms and positions in Å:
1 O -0.473 0.895 0.367  -0.021
2 H 0.239 0.286 0.169  0.034
3 H -0.107 1.485 1.026  0.074
4 O -2.625 -1.144 -0.567  0.215
5 H -2.094 -0.353 -0.479  0.046
6 H -2.995 -1.284 0.305  0.102
7 O -1.609 3.180 -0.839  0.207
8 H -1.740 3.620 0.001  0.099
9 H -1.217 2.338 -0.610  0.025
10 O 1.949 -0.545 1.041  -0.035
11 H 2.821 -0.883 1.244  0.067
12 H 1.448 -0.675 1.846  0.059
13 O 1.896 -2.419 -1.457  0.051
14 H 2.547 -2.948 -0.994  0.061
15 H 1.959 -1.554 -1.053  0.016

Summary:
- LUMO (alpha / beta): -0.12966 / -0.43032 hartree
- Expectation value of S²: 0.7572
- Multiplicity: 2
- Kohn-Sham gap (alpha / beta): 12.3359 / 2.5941 eV
- HOMO level (alpha / beta): -0.5830 / -0.5256 Eh
- Total charge: +1

---

(B)
The following is a quantum chemistry calculation of a cluster of 5 separate species, H10O5 in total, from the Open Molecules 2025 dataset.

Each line ends with the Löwdin charge.
Atoms and positions in Å:
1 O -1.228 -1.953 0.023  0.158
2 O -2.238 0.362 -0.237  -0.026
3 O -0.066 2.080 -0.754  -0.054
4 O 2.241 0.966 0.374  0.019
5 O 1.257 -1.527 0.457  0.177
6 H -1.543 -2.171 0.918  0.136
7 H -2.818 0.590 -0.990  0.111
8 H -0.091 2.987 -0.434  0.072
9 H 3.032 0.961 -0.171  0.088
10 H 1.538 -2.350 0.899  0.144
11 H -1.626 -1.027 -0.194  0.054
12 H -1.488 1.010 -0.252  0.047
13 H 0.721 1.668 -0.334  0.011
14 H 1.997 0.030 0.541  0.019
15 H 0.311 -1.626 0.154  0.045

Summary:
- LUMO (alpha / beta): -0.13727 / -0.41716 hartree
- Expectation value of S²: 0.7597
- Multiplicity: 2
- Kohn-Sham gap (alpha / beta): 11.6704 / 4.0402 eV
- HOMO level (alpha / beta): -0.5661 / -0.5656 Eh
- Total charge: +1

---

(C)
The following is a quantum chemistry calculation of a cluster of 5 separate species, H10O5 in total, from the Open Molecules 2025 dataset.

Each line ends with the Löwdin charge.
Atoms and positions in Å:
1 O 8.941 17.495 15.410  0.296
2 H 9.383 16.713 15.079  0.082
3 H 8.680 17.263 16.301  0.077
4 O 8.478 18.087 12.301  0.226
5 H 8.270 17.773 11.421  0.107
6 H 8.971 17.370 12.700  0.026
7 O 7.284 18.304 17.967  -0.028
8 H 6.388 18.044 17.752  0.071
9 H 7.271 18.446 18.914  0.072
10 O 8.140 15.745 18.454  -0.044
11 H 7.983 16.689 18.423  -0.039
12 H 7.322 15.377 18.789  0.045
13 O 9.492 15.517 13.161  -0.031
14 H 9.643 14.637 13.507  0.075
15 H 9.629 15.431 12.217  0.064

Summary:
- LUMO (alpha / beta): -0.12787 / -0.41241 hartree
- Expectation value of S²: 0.7571
- Multiplicity: 2
- Kohn-Sham gap (alpha / beta): 11.2965 / 3.3813 eV
- HOMO level (alpha / beta): -0.5430 / -0.5367 Eh
- Total charge: +1

---

(B) is favored, and the nearest alternative lies 0.832 eV above it.